## a
Entry from OMol25: a 7-piece molecular cluster, H14O6S overall (ωB97M-V with the def2-TZVPD basis set).

Each line ends with the Löwdin charge.
CARTESIAN COORDINATES (ANGSTROEM)
O1 -0.339 -1.830 -0.886  -0.04
H1 0.186 -1.635 -0.114  0.01
H2 -0.962 -2.539 -0.720  0.06
O2 0.297 2.359 -0.800  -0.06
H3 -0.206 1.542 -0.660  0.01
H4 -0.305 2.689 -1.486  0.04
O3 -0.072 -0.028 -3.235  -0.07
H5 -0.007 -0.675 -2.517  -0.01
H6 -0.981 -0.087 -3.537  0.03
O4 -4.130 2.346 -0.530  -0.06
H7 -4.746 2.511 0.194  0.04
H8 -3.758 3.244 -0.572  0.05
O5 0.051 -1.315 2.356  -0.08
H9 -0.115 -1.028 3.258  0.04
H10 -0.645 -0.897 1.814  -0.02
O6 -1.862 -0.250 0.697  -0.05
H11 -2.591 -0.720 1.115  0.07
H12 -2.244 0.626 0.533  0.05
S1 3.611 -0.683 1.320  0.50
H13 2.487 -0.834 0.611  -0.25
H14 4.350 -1.481 0.564  -0.24

- Gap between HOMO and LUMO: 9.2 eV
- Structure (SMILES): O.O.O.O.O.O.S
- HOMO: -9.28 eV

## b
Entry from OMol25: a 7-piece molecular cluster, H14O6S overall (ωB97M-V with the def2-TZVPD basis set).

Each line ends with the Löwdin charge.
CARTESIAN COORDINATES (ANGSTROEM)
O1 -0.469 -1.998 -1.311  -0.08
H1 -0.316 -2.707 -1.948  0.05
H2 -0.199 -1.215 -1.810  0.01
O2 4.234 4.794 -0.570  -0.07
H3 4.357 5.325 0.232  0.04
H4 4.067 5.408 -1.291  0.03
O3 -3.618 -1.335 -0.944  -0.07
H5 -2.697 -1.536 -0.724  -0.01
H6 -3.930 -2.188 -1.275  0.04
O4 -1.029 -2.310 1.824  -0.05
H7 -0.842 -2.994 2.480  0.05
H8 -0.311 -2.325 1.180  0.01
O5 -1.686 0.930 -0.331  -0.06
H9 -2.216 0.391 0.270  0.03
H10 -2.379 1.351 -0.853  0.04
O6 0.368 0.532 1.926  -0.09
H11 0.385 -0.095 1.190  -0.04
H12 -0.206 0.034 2.525  0.03
S1 2.168 0.075 -0.831  0.54
H13 2.243 -0.977 0.001  -0.20
H14 2.077 0.841 0.260  -0.20

- Gap between HOMO and LUMO: 9.9 eV
- Structure (SMILES): O.O.O.O.O.O.S
- HOMO: -9.61 eV

Q: Which of them is the least stable? A: a.

## a
Entry from OMol25: C2H4O4S as an isolated structure (ωB97M-V with the def2-TZVPD basis set).

Each line ends with the Löwdin charge.
CARTESIAN COORDINATES (ANGSTROEM)
C1 0.557 0.416 0.351  -0.24
C2 -0.723 -1.122 0.008  -0.09
O1 2.246 1.981 -1.035  -0.37
O2 2.163 -0.253 -1.710  -0.37
O3 -0.144 1.281 1.007  -0.01
O4 -1.806 -0.608 0.709  -0.09
S1 1.402 0.838 -1.197  0.73
H1 -0.273 -1.972 0.533  0.10
H2 -0.717 -1.433 -0.994  0.08
H3 -1.120 1.137 0.737  0.15
H4 -1.583 -0.264 1.591  0.11

- Gap between HOMO and LUMO (spin up / spin down): 8.0 / 8.0 eV
- HOMO (spin up / spin down): -9.48 / -9.48 eV

## b
Entry from OMol25: a 2-piece molecular cluster, C2H4O4S overall (ωB97M-V with the def2-TZVPD basis set).

Each line ends with the Löwdin charge.
CARTESIAN COORDINATES (ANGSTROEM)
O1 0.003 -3.007 0.850  -0.20
S1 -0.442 -2.009 1.707  0.66
O2 -1.766 -1.959 2.155  -0.21
O3 0.514 -1.017 2.195  -0.27
C1 0.671 1.024 -0.538  -0.07
C2 -0.401 1.288 -1.591  -0.33
O4 -1.184 0.479 -2.008  0.05
H1 0.196 0.815 0.508  0.09
H2 1.380 1.911 -0.478  0.08
H3 1.320 0.176 -0.909  0.10
H4 -0.291 2.297 -1.891  0.09

- Gap between HOMO and LUMO: 9.4 eV
- Structure (SMILES): O=S(=O)=O.CC=O
- HOMO: -10.11 eV

Q: Which of them is the least stable? A: a.

## a
Entry from OMol25: a 2-piece molecular cluster, C3H8O2S overall (ωB97M-V with the def2-TZVPD basis set).

Each line ends with the Löwdin charge.
CARTESIAN COORDINATES (ANGSTROEM)
C1 -0.380 0.134 -0.026  -0.30
O1 -1.230 1.253 0.272  -0.14
C2 1.134 0.547 -0.229  -0.33
C3 1.937 -0.676 -0.640  -0.80
S1 3.776 -0.368 -0.452  -0.07
H1 -0.352 -0.436 0.908  0.10
H2 -0.695 -0.440 -0.913  0.11
H3 1.435 0.934 0.785  0.10
H4 1.113 1.290 -1.037  0.09
H5 1.616 -0.939 -1.668  0.04
H6 1.608 -1.520 -0.012  0.03
H7 -2.142 0.914 0.389  0.03
H8 -3.842 -0.329 1.787  -0.22
O2 -3.978 -0.365 0.833  -0.65

- Gap between HOMO and LUMO: 6.0 eV
- HOMO: -0.13 eV
- Total charge: -2

## b
Entry from OMol25: C3H8O2S as an isolated structure (ωB97M-V with the def2-TZVPD basis set).

Each line ends with the Löwdin charge.
CARTESIAN COORDINATES (ANGSTROEM)
C1 -0.143 -0.266 -0.385  -0.48
O1 -1.422 0.060 -0.606  -0.27
C2 0.327 0.845 0.517  -0.37
C3 1.849 0.808 0.740  -0.75
S1 2.324 0.979 2.550  -0.12
H1 -0.079 -1.219 0.300  0.13
H2 0.430 -0.418 -1.231  0.07
H3 -0.294 0.688 1.467  0.09
H4 -0.043 1.806 0.270  0.07
H5 2.229 1.758 0.267  0.03
H6 2.024 -0.290 0.468  0.04
H7 -2.040 -0.730 -1.446  0.05
H8 -2.576 -2.221 -1.040  -0.11
O2 -2.587 -1.801 -1.872  -0.37

- Gap between HOMO and LUMO: 5.6 eV
- HOMO: 0.62 eV
- Total charge: -2

Q: Which of them is the least stable? A: b.